No. 1
This record from OMol25 describes a molecular structure, C21H58AgN5O6. The level of theory is ωB97M-V/def2-TZVPD.

Geometry (Å):
Ag 1.838 -0.080 -2.756
O -1.307 4.261 0.048
O 0.583 0.110 -0.845
O 3.805 0.755 -1.794
O 1.549 -4.406 -1.418
O -4.880 -1.314 1.119
O 2.341 3.028 2.335
N -4.406 -4.931 0.561
N 3.008 -2.001 -2.087
N 0.878 6.055 0.797
N -0.402 2.926 -2.351
N 1.033 -2.993 1.127
C 3.925 -1.503 -0.987
C -2.858 2.657 -2.282
C 4.808 -2.643 -0.493
C 4.688 -0.305 -1.500
C -2.402 3.854 0.853
C 0.242 -4.200 -0.897
C -1.661 4.721 -1.260
C -0.104 0.267 0.301
C -4.800 -2.697 1.375
C -3.665 -0.723 0.851
C 1.390 3.977 1.973
C 1.967 -5.759 -1.418
C 3.557 1.610 -0.666
C 0.211 -4.104 0.617
C -1.691 3.642 -2.319
C 3.005 5.856 1.998
C -4.537 -3.534 0.153
C -1.211 -3.943 1.110
C -5.625 -3.439 -0.894
C 1.961 5.123 1.184
C 1.796 1.996 3.059
H 4.261 -3.435 0.010
H -1.980 3.516 1.803
H 5.382 -3.085 -1.318
H 3.022 -5.779 -1.695
H -2.882 2.119 -1.329
H 2.787 2.309 -0.986
H 1.385 -6.361 -2.120
H 2.500 -2.835 -1.740
H 2.435 4.770 0.263
H -1.132 0.604 0.126
H -1.242 -4.033 2.195
H 5.597 -2.294 0.185
H 0.312 3.649 -2.354
H 0.055 5.547 0.452
H -4.059 -2.949 2.157
H 1.230 1.279 2.428
H 1.915 -6.232 -0.430
H -5.751 -2.994 1.828
H 3.867 5.185 2.131
H 0.402 1.033 0.931
H -3.707 0.359 0.972
H -3.586 -3.209 -0.313
H -5.685 -2.447 -1.344
H -1.799 4.190 -3.264
H -0.079 -3.270 -1.386
H -3.821 3.128 -2.463
H -2.687 1.903 -3.052
H 4.450 2.201 -0.440
H -0.445 -4.973 -1.266
H -0.072 -0.619 0.953
H -1.866 -4.743 0.747
H -3.887 -5.086 1.414
H 0.819 4.328 2.852
H 0.579 -2.104 0.900
H 5.406 0.044 -0.749
H 3.609 -2.493 -2.760
H 0.592 3.508 1.358
H -3.004 3.057 0.426
H -6.580 -3.676 -0.418
H 1.108 2.332 3.843
H 2.690 6.147 3.001
H -4.042 -5.521 -0.171
H -0.871 5.425 -1.565
H 3.257 -1.206 -0.169
H 3.286 1.052 0.233
H -2.885 -1.078 1.548
H -3.312 -0.893 -0.179
H -0.325 2.382 -1.500
H -1.672 -3.015 0.759
H 0.648 -5.032 0.998
H -5.478 -4.161 -1.697
H 1.891 -2.941 0.576
H -2.542 5.382 -1.252
H 2.616 1.420 3.486
H 3.468 6.717 1.510
H 5.287 -0.582 -2.370
H 0.540 6.488 1.659
H -3.039 4.712 1.097

**Gap between HOMO and LUMO (spin up / spin down)**: 0.294 / 0.201 Ha
**Net charge**: +1
**Largest force on an atom**: 1.641 eV/A
**Relative energy (zero: lowest compared OMol25 entry of this formula, charge and spin)**: 0.5573 eV
**LUMO (spin up / spin down)**: -3.175 / -5.690 eV
**<S²>**: 0.754
**2S+1**: 2

No. 2
This record from OMol25 describes 2 unconnected molecules or ions with the total composition C5H15NO. The level of theory is ωB97M-V/def2-TZVPD.

Geometry (Å):
O -0.029 -4.136 -0.805
N 1.464 -0.480 0.175
C 2.473 0.278 -0.535
C 0.306 0.267 0.632
C -1.879 1.416 -0.067
C -1.974 2.372 1.131
C -0.433 1.102 -0.446
H 0.714 0.996 1.355
H -2.405 0.494 0.200
H 0.066 2.056 -0.603
H -0.248 -3.829 0.087
H -0.358 0.543 -1.385
H 1.209 -1.337 -0.293
H -2.775 3.092 1.001
H -2.150 1.824 2.051
H -0.358 -0.360 1.221
H 2.361 1.328 -0.245
H 0.777 -4.650 -0.714
H 3.462 -0.007 -0.181
H -1.046 2.927 1.228
H -2.416 1.772 -0.951
H 2.373 0.236 -1.616

**Gap between HOMO and LUMO**: 0.337 Ha
**Largest force on an atom**: 1.601 eV/A
**Relative energy (zero: lowest compared OMol25 entry of this formula, charge and spin)**: 1.0389 eV
**LUMO**: 0.824 eV
**SMILES**: CCCCNC.O
**2S+1**: 1

No. 3
This record from OMol25 describes C5H6O2 in the gas phase. The level of theory is ωB97M-V/def2-TZVPD.

Geometry (Å):
O -0.646 0.475 -1.247
O -0.773 0.571 2.272
C -1.098 1.130 -0.075
C -0.592 0.311 1.106
C 0.049 -0.710 -0.956
C 0.189 -0.816 0.546
C 1.385 -0.507 -0.399
H -2.189 1.229 -0.111
H 1.866 0.455 -0.335
H 2.052 -1.371 -0.454
H -0.192 -1.505 -1.652
H -0.667 2.136 0.014
H 0.698 -1.487 1.195

**Gap between HOMO and LUMO**: 0.386 Ha
**Largest force on an atom**: 1.915 eV/A
**Relative energy (zero: lowest compared OMol25 entry of this formula, charge and spin)**: 2.0140 eV
**LUMO**: 0.869 eV
**SMILES**: O=C1CO[C@H]2C[C@@H]12
**2S+1**: 1

Which value of 2S+1 does entry 1 give? 2

Look up the relative energy (zero: lowest compared OMol25 entry of this formula, charge and spin) of the third one. 2.0140 eV